Record 1
FGaO2S | the ωB97M-V functional and the def2-TZVPD basis

Geometry (Å):
1 Ga -1.8226 0.4379 -0.4476
2 S 1.1277 0.3182 0.5646
3 F 1.2855 -1.2275 0.0476
4 O -3.0339 -0.4726 0.2578
5 O -0.0742 0.8557 -0.1376

Calculated values
Charge = +1
Spin multiplicity = 2
Orbital gap (spin up / spin down) = 8.153 / 6.808 eV
LUMO level (spin up / spin down) = -0.274 / -0.325 hartree

---

Record 2
C44H34N3O6PSW | the ωB97M-V functional and the def2-TZVPD basis

Geometry (Å):
1 W 0.2132 1.1578 0.3293
2 S 0.2249 1.2974 -2.7196
3 P 0.5978 -1.1539 -0.5675
4 O -0.4356 -1.7733 4.6909
5 O 1.8965 1.8588 0.0027
6 O -0.3882 1.6544 2.2007
7 O -0.5749 1.5256 -3.8848
8 O -0.5875 0.7022 -1.5706
9 O 0.9686 2.4245 -2.2191
10 N 1.4949 0.2273 1.8607
11 N -2.2071 0.7332 0.7223
12 N 0.7425 -0.1956 2.9148
13 C 4.0789 2.2235 -0.8314
14 C -0.3268 0.5789 3.0147
15 C 0.0267 4.0832 0.1106
16 C -3.4300 -3.2358 -1.5214
17 C 3.4209 -4.1025 1.5948
18 C -2.6270 -2.7693 -2.5492
19 C -1.4144 -2.1687 -2.2684
20 C 3.6973 0.6400 0.9935
21 C -1.2961 5.4577 -1.3272
22 C -4.8819 0.1369 -1.7638
23 C -4.6210 1.1441 -2.6751
24 C -1.9160 3.1513 -0.9464
25 C -2.4940 1.2006 4.0228
26 C -2.8648 2.0561 -1.2522
27 C -2.1787 4.4107 -1.4956
28 C -2.5519 -1.1431 5.4889
29 C -0.9864 -2.0309 -0.9491
30 C -1.8385 -2.4242 0.0824
31 C 1.1630 -3.4285 1.1059
32 C 3.2043 1.5823 0.0368
33 C 2.0557 -4.2608 1.7650
34 C -1.4420 -0.8772 4.6992
35 C 5.9414 1.0788 0.1699
36 C -3.0643 0.9495 -0.4096
37 C -0.1890 5.3018 -0.5093
38 C 1.6322 -2.4148 0.2806
39 C 2.8180 0.0232 1.9103
40 C 1.3640 -0.0307 -3.0667
41 C 3.0119 -2.2418 0.1451
42 C -4.0942 0.0485 -0.6312
43 C -1.4117 0.3062 3.9231
44 C 2.2088 -2.2245 -2.6480
45 C 3.8975 -3.0994 0.7674
46 C -3.5817 0.9173 4.8170
47 C 2.1461 0.0686 -4.1965
48 C 1.3804 -1.1603 -2.2416
49 C 3.0146 -0.9621 -4.5370
50 C -3.6430 2.0862 -2.4121
51 C 5.4432 1.9708 -0.7738
52 C -0.7867 2.9648 -0.1154
53 C 3.0171 -2.1152 -3.7621
54 C -3.6185 -0.2639 5.5448
55 C -3.0397 -3.0467 -0.2037
56 C 5.0906 0.4158 1.0276
57 H 0.8810 3.9700 0.7875
58 H -4.4716 -0.4934 6.1644
59 H 3.3822 -1.4410 -0.4796
60 H -2.2467 1.5677 1.3240
61 H -2.5658 -0.0600 1.2638
62 H -4.4033 1.6134 4.8750
63 H -3.4510 2.8467 -3.1479
64 H -4.2764 -0.7342 0.0944
65 H -5.6706 -0.5808 -1.9316
66 H 4.9571 -2.9719 0.6105
67 H 2.0428 0.9544 -4.8025
68 H 3.6557 -0.8771 -5.4011
69 H 0.1027 -3.5833 1.2354
70 H -2.5628 -2.0563 6.0598
71 H 5.4834 -0.2852 1.7510
72 H 4.1100 -4.7659 2.0953
73 H 0.2824 -1.4315 4.1177
74 H 6.1174 2.4727 -1.4520
75 H 2.1978 -3.1451 -2.0832
76 H -1.5544 -2.2389 1.1130
77 H 3.2179 -0.5699 2.7270
78 H -2.4515 2.1306 3.4729
79 H -1.4721 6.3923 -1.8400
80 H 7.0077 0.9217 0.2446
81 H -3.6854 -3.3727 0.5987
82 H -3.0824 4.5808 -2.0640
83 H 0.5084 6.1159 -0.3727
84 H -4.3688 -3.7182 -1.7482
85 H 3.6639 -2.9375 -4.0302
86 H 1.6773 -5.0325 2.4191
87 H -2.9439 -2.8663 -3.5772
88 H -0.7993 -1.7873 -3.0716
89 H 3.6517 2.9226 -1.5370
90 H -5.1929 1.2055 -3.5886

Calculated values
Orbital gap (spin up / spin down) = 5.776 / 5.631 eV
LUMO level (spin up / spin down) = -0.029 / -0.029 hartree

---

Record 3
C4H11N2S | the ωB97M-V functional and the def2-TZVPD basis

Geometry (Å):
1 S -1.8377 0.6546 2.1171
2 N 0.4531 -0.5419 -1.2266
3 N 1.3626 0.9842 2.0839
4 C -0.6059 -1.0250 -2.1146
5 C -1.3014 0.4185 0.3790
6 C 1.2389 0.7932 0.6435
7 C 0.1069 -0.1237 0.1584
8 H 0.1043 -1.0382 0.7795
9 H -2.0466 -0.1834 -0.1243
10 H 1.1253 -1.2850 -1.1289
11 H -1.5502 -0.6337 -1.7532
12 H 1.0782 1.7505 0.1788
13 H -0.4369 -0.6304 -3.1041
14 H 0.4227 1.1206 2.4990
15 H -0.5993 -2.1119 -2.1715
16 H 1.6540 0.1132 2.5061
17 H 2.2005 0.3313 0.3616
18 H -1.3685 1.4069 -0.0837

Calculated values
Charge = -1
Energy relative to the best compared isomer or geometry (same formula, charge and spin) = 22.6 kcal/mol
Structure (SMILES) = CN[C@@H](CN)C[S-]
Orbital gap = 6.323 eV
LUMO level = 0.138 hartree

---

Record 4
C6H12O | the ωB97M-V functional and the def2-TZVPD basis

Geometry (Å):
1 O 1.1077 0.8205 1.9677
2 C 0.4079 1.2804 -0.2449
3 C -0.9974 -1.2965 -1.1275
4 C -1.0853 1.0012 0.0069
5 C 2.0921 -0.5199 0.2672
6 C -1.4329 -0.4870 0.0989
7 C 1.2866 0.4680 0.6615
8 H 2.2083 -0.7526 -0.7850
9 H -1.6617 1.4564 -0.8100
10 H 0.6686 1.0530 -1.2837
11 H 1.6802 0.2637 2.5125
12 H 2.6348 -1.1387 0.9781
13 H -1.0427 -0.6921 -2.0421
14 H -0.9640 -0.9065 0.9982
15 H -2.5152 -0.5801 0.2495
16 H -1.6322 -2.1744 -1.2799
17 H -1.3957 1.5021 0.9312
18 H 0.6073 2.3472 -0.0836
19 H 0.0335 -1.6446 -1.0152

Calculated values
Energy relative to the best compared isomer or geometry (same formula, charge and spin) = 16.1 kcal/mol
Structure (SMILES) = C=C(O)CCCC
Orbital gap = 9.776 eV
LUMO level = 0.034 hartree

---

Record 5
C2H3O4S2 | the ωB97M-V functional and the def2-TZVPD basis

Geometry (Å):
1 S -0.9604 2.0021 1.1727
2 S 1.3716 -1.1843 -1.0486
3 O 0.5298 1.2574 0.0463
4 O -0.7854 1.2806 2.4094
5 O -2.0620 1.5458 0.3411
6 O 1.7336 -0.5781 -2.3623
7 C 0.9091 0.0768 0.2301
8 C -0.4362 -1.3461 -0.7895
9 H 1.3108 -0.4162 1.2137
10 H -1.0556 -0.4791 -1.0447
11 H -0.5553 -2.1590 -0.1683

Calculated values
Charge = -1
Energy relative to the best compared isomer or geometry (same formula, charge and spin) = 96.2 kcal/mol
Orbital gap = 7.223 eV
LUMO level = 0.127 hartree